This record from the OMol25 dataset describes a cluster of 2 separate species, C2H8N2S2 in total. The level of theory is ωB97M-V/def2-TZVPD.

Cartesian coordinates (Å):
H: 1.2282 -1.0823 4.6203
N: 0.4499 -1.7123 4.8378
C: -0.4282 -1.0139 5.4330
N: -1.5805 -1.7206 5.9133
H: -0.5345 0.0500 5.6244
H: -1.5922 -2.6106 5.4388
H: -1.5713 -1.9131 6.9011
C: -1.2603 0.9330 -2.3502
S: 0.0700 1.6381 -3.2624
S: 1.3853 0.0990 -3.4440
H: -2.1664 0.8703 -2.9620
H: -1.6812 1.6786 -1.6428
H: -1.2236 -0.0221 -1.8442
H: 2.3154 -0.0875 -2.4646

Cartesian forces (eV/Å) of the 6 atoms listed first:
-0.070 -0.243 -0.534
0.520 1.610 0.285
-1.290 -2.114 0.748
0.030 0.462 -0.818
0.765 0.199 -0.029
0.041 -0.299 0.005

Calculated values
F_max = 3.2 eV/A
LUMO = 0.48 eV
Kohn-Sham gap = 9.540 eV
Calculated total energy = -26853.202 eV